1.
Here is C10H25ClHfIN2P2 as an isolated structure from the Open Molecules 2025 dataset. Energies are from the ωB97M-V functional and the def2-TZVPD basis.

DFT total energy ... -1993.25364 a.u.
ΔE to the lowest compared entry with this formula, charge and spin ... 0.00 kcal/mol
Orbital gap ... 7.770 eV
Charge ... +3

Each line ends with the Löwdin charge.
Element x y z (Å)
P -2.70 0.42 -0.17  0.5896
H -2.91 1.96 -2.03  0.0539
C -0.70 -3.58 1.98  0.0202
H 0.52 4.00 -0.70  0.0327
H -3.52 -1.86 -0.35  0.0469
C 3.17 -1.45 -1.64  -0.2246
H -1.24 -4.39 2.45  0.1519
H 2.99 2.35 -1.18  0.0468
Hf -0.06 0.10 -0.28  0.8200
H 4.25 -1.37 -1.82  0.0849
H 1.32 -4.37 2.03  0.1991
H -2.13 -1.99 1.43  0.0834
H -2.88 2.82 -0.47  0.0454
Cl -0.37 -0.17 -2.57  0.1438
H -4.37 1.98 -0.99  0.0843
H 3.58 1.01 1.21  0.0549
H 4.73 -0.05 0.31  0.0846
N 0.68 -3.63 1.76  0.1511
H 2.60 1.47 -2.68  0.0574
C -3.28 1.94 -1.00  -0.2345
C 0.58 4.17 0.38  -0.2767
H 3.47 -0.76 1.37  0.0428
H 4.22 1.30 -1.94  0.0851
C -1.14 -2.42 1.45  -0.0825
H 2.65 -1.56 -2.59  0.0592
N -0.04 -1.75 0.87  -0.1450
I 0.01 2.27 1.44  0.9863
H -0.12 4.92 0.74  0.0363
C -3.49 0.63 1.46  -0.2545
H 2.06 -2.28 0.84  0.0994
H 2.99 -2.37 -1.05  0.0437
H -3.24 -0.22 2.11  0.0438
H -3.43 -1.08 -1.94  0.0551
H -4.58 0.67 1.33  0.0836
H -4.78 -0.70 -0.83  0.0822
P 2.54 0.02 -0.74  0.6181
C 3.69 0.06 0.67  -0.2396
C 1.04 -2.51 1.12  -0.1323
C -3.71 -0.92 -0.89  -0.2288
H 1.60 4.36 0.72  0.0287
C 3.15 1.42 -1.73  -0.2306
H -3.13 1.55 1.93  0.0339

---

2.
Here is a 2-piece molecular cluster, C13H19Cl2FNO2Si overall from the Open Molecules 2025 dataset. Energies are from the ωB97M-V functional and the def2-TZVPD basis.

DFT total energy ... -2021.55671 a.u.
ΔE to the lowest compared entry with this formula, charge and spin ... 0.00 kcal/mol
Orbital gap ... 7.233 eV
Charge ... +1

Each line ends with the Löwdin charge.
Element x y z (Å)
C -1.54 -0.57 2.94  -0.1441
C -0.65 2.02 1.40  -0.1408
H -0.95 2.72 0.61  0.0444
H -4.31 0.36 1.31  0.0504
H -1.30 -0.94 -3.90  0.1346
C -2.22 0.99 -3.64  -0.1541
C 4.56 2.76 0.23  -0.0762
C 3.58 1.81 -0.09  -0.7367
C -1.91 -0.23 -1.06  -0.2507
O -3.05 0.33 -1.31  0.0900
Cl 2.41 2.59 -3.66  0.7038
Si -1.86 0.61 1.55  0.5306
C 4.30 3.61 -2.03  -0.0758
H -2.51 1.04 -4.70  0.1453
H -3.78 1.93 0.65  0.0415
F -0.30 1.20 -1.65  0.0328
C -0.77 -0.07 -2.01  -0.2107
H -3.87 1.69 2.40  0.0560
H 4.50 4.31 -2.84  0.1078
H -1.55 -0.04 3.90  0.0498
C 4.97 3.65 -0.78  -0.0368
H -1.93 2.00 -3.32  0.1355
H 4.95 2.77 1.24  0.1072
N 3.07 1.69 -1.31  0.0259
H -2.32 -1.35 2.99  0.0496
H -0.06 -0.87 -1.75  0.1808
H -3.62 -0.56 -3.12  0.1409
H -0.57 -1.07 2.85  0.0477
H -0.66 2.60 2.34  0.0562
H 0.38 1.71 1.23  -0.0061
H -0.17 0.43 -4.03  0.1304
C 3.33 2.63 -2.22  -0.7553
H -4.24 1.14 -2.82  0.1411
C -1.04 0.03 -3.48  -0.0976
H 5.75 4.37 -0.60  0.1149
C -3.61 1.20 1.45  -0.1538
O -1.59 -0.48 0.18  0.0160
Cl 2.99 0.72 1.10  0.7044
C -3.39 0.47 -2.85  0.0006

---

3.
Here is a 2-piece molecular cluster, CH6N2S overall from the Open Molecules 2025 dataset. Energies are from the ωB97M-V functional and the def2-TZVPD basis.

DFT total energy ... -549.30525 a.u.
ΔE to the lowest compared entry with this formula, charge and spin ... 51.42 kcal/mol
Orbital gap ... 9.666 eV

Each line ends with the Löwdin charge.
Element x y z (Å)
H 0.56 -0.95 0.45  0.0163
H -0.91 -0.49 1.57  0.0238
C 0.15 -0.34 1.27  -0.0797
H 0.49 0.78 1.23  0.0411
N -0.25 1.00 -3.63  -0.3908
H 0.66 -0.71 2.20  0.0192
S -0.62 1.44 -2.21  0.7909
H 0.56 1.50 -0.48  -0.1270
H -1.07 1.13 -4.33  0.0264
N 0.65 1.23 -1.37  -0.3202

---

4.
Here is C31H32Cl2N4O5Pb as an isolated structure from the Open Molecules 2025 dataset. Energies are from the ωB97M-V functional and the def2-TZVPD basis.

DFT total energy ... -2908.46539 a.u.
ΔE to the lowest compared entry with this formula, charge and spin ... 49.23 kcal/mol
Orbital gap ... 7.153 eV
Charge ... +2

Each line ends with the Löwdin charge.
Element x y z (Å)
C -0.28 2.38 -4.42  -0.0277
H 3.26 3.03 2.10  0.1339
H 4.50 2.98 0.89  0.1451
C -2.16 -4.93 0.72  -0.0363
C -0.50 1.08 -2.45  -0.2254
C -0.34 -0.03 -4.54  0.0032
H -4.31 4.37 -0.25  0.0935
C -0.48 -0.12 -3.15  -0.1989
C 4.11 0.25 0.19  -0.0818
H -2.48 -1.56 1.01  0.0899
H 1.05 2.69 1.51  0.1057
C -2.51 -3.68 1.26  -0.0324
C -0.66 -1.42 -2.45  -0.2379
C 0.24 -1.97 2.95  -0.5558
H -3.20 1.02 3.26  0.1601
H -2.45 -5.84 1.23  0.1204
C -1.44 -2.56 -0.59  -0.1954
O -2.23 1.21 1.53  -0.0650
O 0.16 -0.15 1.45  -0.2817
N 2.77 0.43 2.29  0.2212
C -0.24 1.21 -5.16  -0.0267
Pb -0.62 0.92 -0.30  1.5557
N 1.15 2.53 0.50  0.0381
H 2.65 0.94 3.16  0.1752
H -0.22 3.34 -4.91  0.1251
C 3.87 1.05 1.46  -0.2538
H 3.65 0.11 -1.87  0.1505
H -0.49 3.22 -2.45  0.1120
C -1.51 -5.00 -0.48  -0.0004
H 0.52 3.25 0.12  0.0714
C -1.32 -2.16 4.76  -0.6562
H 2.16 2.14 -1.97  0.1117
Cl 1.55 -2.67 2.05  0.7736
H -3.71 3.10 -1.35  0.0813
C 3.15 0.49 -0.98  -0.3201
C -1.98 -1.04 4.30  -0.0246
C -3.69 0.16 -0.89  0.0206
H -3.97 2.74 0.36  0.0633
C -0.38 -2.64 -3.11  0.0200
H -1.28 -5.96 -0.93  0.1285
C -0.43 2.32 -3.04  -0.0846
C -0.21 -2.63 4.07  -0.0881
H -0.35 -0.92 -5.15  0.1172
H 4.75 0.99 2.10  0.1600
H 3.84 2.42 -1.58  0.1396
C 3.56 2.52 1.18  -0.0880
O -1.93 5.02 0.35  0.1048
H 1.83 0.38 1.82  0.0907
C -0.59 -3.82 -2.46  0.0416
O -4.73 -0.24 -1.05  0.1359
H -0.36 -4.76 -2.94  0.1367
C -3.65 3.51 -0.34  0.0052
C -2.35 0.69 2.63  -0.1163
H 1.62 -0.65 -1.71  0.0775
H -2.87 -0.69 4.82  0.1319
C -1.52 -0.37 3.17  -0.1337
C 2.92 1.99 -1.19  -0.0925
H 0.29 -3.54 4.41  0.1232
N -1.10 -1.40 -1.21  0.0656
N 1.86 -0.23 -0.82  0.0486
C -2.16 -2.52 0.62  -0.0269
O -1.29 2.99 -0.21  -0.2844
H 5.11 0.54 -0.16  0.1434
H 0.02 -2.64 -4.11  0.1154
H 2.63 3.84 -0.18  0.1569
H 4.19 -0.82 0.41  0.1300
H -3.09 -3.64 2.17  0.1208
C 2.55 2.77 0.07  -0.3096
C -0.37 -0.80 2.48  -0.3706
C -1.16 -3.82 -1.17  -0.1368
C -2.23 3.92 -0.02  -0.6293
H 1.94 -1.01 -0.18  0.0449
H 3.00 -0.54 2.52  0.1150
H -0.15 1.25 -6.24  0.1240
Cl -1.89 -3.00 6.16  0.7518

---

5.
Here is C32H35LiN10O4S2 as an isolated structure from the Open Molecules 2025 dataset. Energies are from the ωB97M-V functional and the def2-TZVPD basis.

DFT total energy ... -2893.00302 a.u.
ΔE to the lowest compared entry with this formula, charge and spin ... 34.70 kcal/mol
Orbital gap ... 7.752 eV

Each line ends with the Löwdin charge.
Element x y z (Å)
H 1.24 -5.50 -2.79  0.1061
H 0.60 -2.52 1.67  0.1201
H 0.22 0.17 9.16  0.1148
H -0.70 -2.68 -2.76  0.0335
C 0.21 0.42 5.81  -0.2492
C 0.50 -0.76 0.33  -0.4899
H -2.03 -1.91 -1.85  0.0437
C 3.05 -2.67 -2.00  -0.0255
C 2.86 2.27 0.86  -0.1177
C -2.73 2.66 -0.83  -0.5679
H -2.98 0.79 0.59  0.0312
C 0.68 0.10 7.07  -0.0050
C -1.34 0.97 7.97  -0.1210
H 5.44 0.86 2.46  0.1186
H 3.28 0.91 -4.62  0.1281
C 1.28 0.47 -4.17  -0.9033
N 1.86 1.95 1.62  0.0709
C 2.01 -2.53 -4.18  -0.0396
C 1.43 -3.76 -4.04  -0.1067
Li -0.17 2.36 0.94  0.6082
H 1.91 -0.12 4.76  0.0995
C 0.07 -2.16 0.81  -0.0074
C -2.33 -2.92 1.19  -0.0447
C -1.68 -2.27 -2.80  -0.0909
C 3.37 0.86 3.15  0.0066
H -4.41 2.81 -3.69  0.1091
N -1.57 3.03 -0.38  0.1107
H -5.22 3.07 -2.14  0.0553
C 1.65 -4.49 -2.90  -0.0876
N 0.58 0.06 -3.15  0.0622
H -2.34 -3.08 -3.22  0.0943
H 4.94 2.01 0.36  0.1077
O 4.65 -0.54 -3.34  0.1077
C 2.10 1.25 2.76  -0.1893
C -1.03 0.97 5.62  -0.4822
H -2.86 -2.80 2.08  0.0705
H 0.23 -2.89 0.01  0.1263
H -1.22 0.39 -2.15  0.1084
C 3.46 -0.67 -3.45  -0.3735
C 0.85 0.99 3.57  -0.4167
N -0.21 1.53 3.12  -0.2270
H -2.99 -2.92 0.27  0.1110
H 2.63 -4.53 -0.97  0.0981
C 4.40 1.13 2.21  -0.0476
C -4.42 2.60 -2.57  -0.0329
O 0.55 3.80 -0.83  -0.0732
C -0.89 0.17 -3.18  -0.2005
H -2.02 1.09 8.81  0.1140
N -3.12 3.01 -2.13  -0.0578
H -3.65 -0.73 0.91  0.0929
H 1.13 -0.04 -2.29  0.1255
O 1.55 -0.54 -0.20  0.0549
H 3.49 -2.29 -1.12  0.1059
C -0.64 3.56 -1.23  -0.4906
C 2.82 -2.04 -3.18  -0.1612
H -1.30 -1.42 -4.77  0.1277
C -1.81 1.25 6.71  -0.0964
H -2.64 -0.68 -3.85  0.0921
H -1.17 1.03 -3.76  0.0545
C -1.61 -0.64 0.82  -0.4469
H -2.87 1.63 6.54  0.1383
H 2.52 2.80 -0.01  0.0955
N 2.66 0.38 -4.03  0.0896
H 3.55 0.34 4.07  0.0991
N 0.99 0.19 4.64  0.1248
H -2.59 3.93 -3.96  0.1275
C -1.04 3.93 -2.57  -0.0153
C 2.45 -3.94 -1.86  -0.0616
H -1.92 -3.95 1.16  0.1067
H -4.51 1.49 -2.41  0.1056
H 1.60 -0.47 7.20  0.1147
S 0.67 1.11 -5.58  0.6298
C 4.16 1.84 1.06  -0.0292
C -2.25 3.63 -2.99  -0.0819
N -1.34 -1.91 1.08  -0.0964
O -3.61 2.10 -0.19  -0.0058
N -2.86 -0.14 0.98  0.2252
H 1.87 -1.98 -5.13  0.1326
C -1.63 -1.06 -3.73  -0.2264
H -0.31 4.43 -3.22  0.1251
N -0.55 0.10 0.49  0.1435
H 0.78 -4.27 -4.73  0.1064
S -1.61 0.95 3.97  0.9922
C -0.14 0.42 8.16  -0.0977

---

6.
Here is C40H66NO2P2SbSe4Si2Ti as an isolated structure from the Open Molecules 2025 dataset. Energies are from the ωB97M-V functional and the def2-TZVPD basis.

<S²> ... 0.775
Spin multiplicity ... 2
DFT total energy ... -13726.15028 a.u.
ΔE to the lowest compared entry with this formula, charge and spin ... 123.09 kcal/mol
Orbital gap (spin up / spin down) ... 5.183 / 4.333 eV
Charge ... -1

Each line ends with the Mulliken spin population.
Element x y z (Å)
H 0.23 3.44 4.13  0.0002
H 3.96 -1.57 -4.40  0.0002
H -4.70 -0.07 4.34  0.0002
H -3.00 5.45 4.13  0.0000
H -1.05 -2.23 4.86  0.0008
C -1.08 1.38 -0.15  0.0028
C -1.20 2.18 -1.25  -0.0006
H -2.88 -0.95 3.67  0.0027
C -2.89 3.42 5.09  -0.0003
H 4.68 2.69 -2.51  0.0000
C -3.26 -0.43 2.80  0.0038
H 0.05 2.82 -6.50  0.0000
C 0.74 1.22 -7.75  0.0000
C -0.51 -1.24 -1.46  0.0254
H 3.21 -5.48 -2.98  0.0017
C -2.00 2.13 5.13  0.0002
H -2.43 3.81 2.57  -0.0003
H -4.25 1.43 3.45  -0.0008
C -4.49 0.34 3.33  0.0003
H -4.61 -1.67 -0.12  0.0021
H 2.09 -3.30 -1.27  0.0262
H -6.32 -1.57 1.44  -0.0003
H 1.02 -0.76 -5.98  -0.0002
H 2.63 -2.89 3.24  -0.0021
H 0.80 -3.99 -4.08  0.0006
H -0.26 1.17 4.33  0.0128
C 2.32 0.26 -2.35  0.0020
C 3.41 -2.10 3.41  0.0118
H 1.45 -0.90 6.02  -0.0007
H 2.76 1.98 3.02  -0.0015
H 0.29 0.26 -8.03  0.0000
H -2.66 -1.93 1.23  0.0214
C -0.05 1.73 -6.52  -0.0002
C -4.53 -0.89 0.66  -0.0086
C -3.22 2.27 0.73  -0.0020
H -1.56 5.19 5.15  0.0000
C 1.48 0.01 -5.33  0.0003
O 0.65 -0.64 1.05  -0.0375
C 1.59 0.75 -1.23  -0.0017
C 3.88 2.10 -2.12  0.0000
H 3.31 -0.44 -6.38  0.0001
H 2.83 0.54 -8.24  0.0000
P 1.61 -0.90 -3.62  -0.0003
C -1.56 4.21 3.13  0.0007
P -1.76 0.59 2.34  0.0031
C -3.28 3.13 -0.36  0.0001
C 2.69 0.50 -6.17  -0.0002
Se -2.11 -4.35 4.40  0.0093
C -3.58 -1.45 1.65  -0.0175
C -2.24 4.71 4.43  0.0000
C -2.07 1.49 0.85  0.0058
H -3.96 2.32 1.61  -0.0006
H -3.16 3.61 6.15  0.0000
H 3.89 -1.80 -1.80  -0.0005
C -5.89 0.29 2.52  0.0002
H 4.84 -2.93 -2.71  0.0005
H 1.63 2.21 0.40  -0.0002
H -4.03 -2.29 2.20  0.0024
H 3.43 3.62 -0.60  0.0000
H 4.06 -2.41 4.24  0.0045
H -1.13 1.63 -6.62  0.0000
H 1.63 -5.45 -2.30  -0.0062
H 3.38 1.10 -5.56  -0.0001
C 1.85 -4.28 -4.24  -0.0001
H -0.52 -0.90 -2.50  0.0039
H 1.86 0.81 5.68  -0.0003
Ti -0.02 -1.49 2.65  -0.0684
H 3.15 -0.38 6.00  0.0029
Se 1.67 -5.48 5.20  -0.0049
C -0.50 3.08 3.38  -0.0024
H 2.21 -2.70 -5.68  -0.0001
Si 2.39 -0.49 3.72  0.1345
C 3.77 -2.64 -2.53  0.0050
H -1.36 2.24 6.04  0.0000
H -0.70 -0.66 5.28  -0.0005
H -2.42 3.54 -2.35  0.0000
H -0.50 2.14 -2.10  0.0002
H -6.63 -0.14 3.23  0.0001
H -6.26 1.28 2.24  -0.0001
O -0.55 -1.35 4.57  -0.0203
H -0.05 2.87 2.37  -0.0002
Si 0.19 0.09 -0.31  0.0168
H -1.52 -1.43 -1.12  0.0043
C 2.18 -0.23 5.52  0.0121
Se 0.01 -7.37 2.31  0.0532
H 4.09 1.25 3.97  0.0018
H -6.54 -0.10 0.46  0.0001
H 2.70 2.16 -7.59  0.0000
H 1.01 1.91 -4.61  0.0003
H 3.66 -3.68 -5.17  -0.0003
C 3.14 2.65 -1.07  0.0000
H -0.99 4.99 2.57  0.0000
H 0.62 1.88 -8.63  0.0000
H 0.21 -2.09 -1.23  -0.0227
Se -0.21 -4.22 0.93  0.6775
C 2.35 -4.77 -2.84  0.0036
H -3.92 3.25 4.72  0.0001
C 3.14 -2.12 -3.84  -0.0001
H 1.79 -5.18 -4.89  -0.0001
C 3.38 1.00 -2.80  -0.0004
N -0.19 -3.23 2.38  0.1611
Sb -0.01 -5.17 3.40  0.0036
C 2.72 -3.20 -4.85  -0.0001
C 3.38 1.05 3.18  0.0085
H 3.54 -4.28 -1.08  -0.0096
H 3.95 0.70 -3.69  0.0001
C -2.35 2.98 -1.43  0.0004
C 2.31 1.15 -7.52  0.0000
H -4.07 3.85 -0.46  0.0000
C 2.09 1.91 -0.53  0.0013
H -4.13 0.00 0.19  -0.0004
H 3.98 -2.15 2.46  -0.0012
H -0.31 0.80 -4.50  0.0004
H -2.61 1.22 5.42  0.0008
H 3.90 0.88 2.22  -0.0005
C 0.48 1.15 -5.17  -0.0006
C 2.92 -3.73 -1.82  -0.0203
C -1.09 1.81 3.95  0.0015
C -5.93 -0.57 1.22  -0.0001